[1]
Formula: CH3FO4PS
Source: the Open Molecules 2025 dataset
Level of theory: ωB97M-V with the def2-TZVPD basis set

XYZ file:
```
11
Properties=species:S:1:pos:R:3
C 0.084 0.607 -1.346
O 2.126 1.738 1.521
O 2.932 1.677 -1.169
O 2.601 -1.906 -0.554
O 0.604 0.502 -0.054
F 4.176 -1.097 1.205
P 2.175 1.024 0.273
S 3.421 -0.755 -0.246
H -0.001 -0.430 -1.730
H 0.515 1.302 -2.091
H -0.933 0.925 -1.313
```

Summary:
LUMO level, eV: 3.7
ΔE to the lowest compared entry with this formula, charge and spin, eV: 1.6524
Spin multiplicity: 1
Charge: -1

[2]
Formula: C6H10O
Source: the Open Molecules 2025 dataset
Level of theory: ωB97M-V with the def2-TZVPD basis set

XYZ file:
```
17
Properties=species:S:1:pos:R:3
C -0.651 -0.926 -1.804
C -0.309 -0.715 -0.525
C -1.145 -0.067 0.400
C -0.526 0.424 1.642
C 0.587 0.817 0.745
C 1.087 -0.390 -0.007
O 1.744 -1.384 0.757
H -1.677 -0.792 -2.137
H 0.080 -1.360 -2.468
H 0.042 1.437 -1.675
H -2.190 0.141 0.186
H -0.334 -0.294 2.436
H -1.096 1.267 2.042
H 0.301 1.935 -1.134
H 1.184 1.723 0.918
H 1.780 -0.137 -0.814
H 1.122 -1.679 1.438
```

Summary:
LUMO level (alpha / beta), eV: 0.2 / 0.0
ΔE to the lowest compared entry with this formula, charge and spin, eV: 4.8393
Spin multiplicity: 1

[3]
Formula: C7H12N3
Source: the Open Molecules 2025 dataset
Level of theory: ωB97M-V with the def2-TZVPD basis set

XYZ file:
```
22
Properties=species:S:1:pos:R:3
C -4.545 -0.603 0.084
C -3.394 -0.426 -0.244
C -0.205 1.437 -0.187
C 2.275 -0.222 -0.784
C -2.068 -0.100 -0.567
C 0.877 0.636 0.747
C 0.587 -0.830 0.873
N -1.463 0.889 0.107
N 2.237 0.795 0.155
N 1.632 -1.441 -0.152
H -5.573 -0.611 0.444
H 0.002 2.440 0.032
H 0.073 1.224 -1.220
H 1.702 0.168 -1.637
H 3.295 -0.534 -1.151
H -1.467 -0.465 -1.358
H 0.880 1.164 1.678
H 0.695 -1.331 1.923
H -2.052 1.110 0.894
H 2.918 0.677 0.809
H 1.141 -2.148 -0.743
H 2.455 -1.829 0.297
```

Summary:
LUMO level (alpha / beta), eV: -3.5 / -5.6
ΔE to the lowest compared entry with this formula, charge and spin, eV: 1.9757
Spin multiplicity: 3
Charge: +1

no.,E (eV),strongest force on any atom (eV Å⁻¹)
1,-32119.2134,8.179
2,-8426.4011,1.146
3,-11910.6510,3.840